# 1
DFT (the ωB97M-V functional and the def2-TZVPD basis) results for a molecular structure, C29H30F5N2O7S2Ti.

Last column: Mulliken charge in e.
Geometry (Å):
Ti (0.116, 0.724, 0.484)  0.10
N (3.735, 0.869, -0.366)  -0.38
C (3.374, 2.079, 0.395)  -0.50
C (2.853, 1.752, 1.796)  0.57
O (3.605, 1.956, 2.761)  -0.78
N (1.611, 1.269, 1.838)  0.47
C (1.165, 0.840, 3.170)  -0.85
C (0.470, -0.507, 3.059)  0.31
O (0.610, -1.394, 3.886)  -0.80
O (-0.259, -0.643, 1.978)  -0.12
H (4.648, 0.555, -0.054)  0.24
H (3.822, 1.092, -1.350)  0.18
H (2.594, 2.617, -0.148)  -0.03
H (4.236, 2.739, 0.535)  0.38
H (0.433, 1.550, 3.579)  0.20
H (2.002, 0.772, 3.865)  0.52
O (-1.475, -0.361, -0.745)  -0.15
S (-2.253, -1.640, -0.808)  -0.08
C (-1.300, -2.867, 0.093)  -0.07
C (-0.186, -3.450, -0.773)  -0.14
C (0.936, -4.072, 0.060)  -1.17
C (1.680, -3.129, 1.003)  -0.82
S (2.409, -1.634, 0.318)  0.48
O (1.257, -0.900, -0.314)  0.28
C (3.272, -2.334, -1.087)  0.57
C (2.979, -1.820, -2.339)  -0.28
C (3.678, -2.307, -3.441)  -0.75
C (4.653, -3.278, -3.275)  -0.47
C (4.950, -3.772, -2.009)  -0.64
C (4.261, -3.292, -0.905)  -0.53
C (-3.620, -1.494, 0.336)  0.81
C (-3.459, -0.807, 1.531)  -0.33
C (-4.554, -0.701, 2.376)  -1.12
C (-5.773, -1.267, 2.026)  -0.51
C (-5.920, -1.941, 0.821)  -0.53
C (-4.834, -2.048, -0.038)  -0.70
H (-1.998, -3.631, 0.440)  0.78
H (-0.916, -2.312, 0.956)  -0.35
H (0.227, -2.669, -1.412)  -0.08
H (-0.599, -4.218, -1.432)  0.49
H (1.655, -4.546, -0.615)  0.36
H (0.522, -4.871, 0.683)  0.52
H (2.511, -3.643, 1.493)  0.65
H (1.047, -2.734, 1.804)  0.50
H (2.223, -1.052, -2.432)  0.39
H (3.455, -1.916, -4.425)  0.43
H (5.194, -3.651, -4.135)  0.37
H (5.716, -4.524, -1.878)  0.40
H (4.498, -3.667, 0.083)  0.41
H (-2.513, -0.345, 1.782)  0.72
H (-4.452, -0.157, 3.306)  0.45
H (-6.622, -1.166, 2.690)  0.37
H (-6.876, -2.364, 0.542)  0.39
H (-4.935, -2.554, -0.991)  0.39
F (-3.496, 6.893, 0.839)  -0.35
C (-2.977, 5.655, 0.940)  0.66
C (-3.797, 4.547, 1.065)  0.02
F (-5.131, 4.703, 1.086)  -0.34
C (-3.250, 3.283, 1.162)  -0.10
F (-4.094, 2.241, 1.272)  -0.23
C (-1.862, 3.030, 1.140)  0.49
O (-1.425, 1.822, 1.238)  0.05
C (-1.066, 4.183, 1.026)  -0.23
F (0.270, 4.086, 1.027)  -0.34
C (-1.609, 5.452, 0.924)  0.24
F (-0.793, 6.514, 0.808)  -0.36
C (0.045, 1.295, -3.357)  -0.90
C (0.124, 2.275, -2.244)  0.48
C (-0.221, 3.708, -2.384)  -1.27
O (0.331, 1.805, -1.020)  -0.66
H (-0.937, 1.286, -3.853)  0.28
H (0.212, 0.290, -2.970)  -0.19
H (0.780, 1.491, -4.151)  0.34
H (-0.057, 4.048, -3.411)  0.42
H (0.378, 4.330, -1.716)  0.24
H (-1.275, 3.925, -2.141)  0.18

The value obtained for the frontier orbital gap (spin up / spin down) is 4.90 / 7.17 eV. The total energy is -3904.59920 a.u. The energy relative to the best compared isomer or geometry (same formula, charge and spin) is 10.3 kcal/mol. The HOMO energy (spin up / spin down) comes out at -2.8 / -5.1 eV. As for the spin multiplicity: 3. For the LUMO energy (spin up / spin down), the calculation gives 2.0726 / 2.0701 eV. Its expectation value of S² is 2.007. Its net charge is -1. The calculation puts the max |F| at 0.0136 Eh/bohr.

***

# 2
DFT (the ωB97M-V functional and the def2-TZVPD basis) results for a molecular structure, C29H30IrNO3 at a distorted geometry.

Last column: Mulliken charge in e.
Geometry (Å):
C (1.638, -0.603, 0.424)  0.46
C (2.340, -1.152, -0.718)  -1.64
C (2.654, -0.042, -1.604)  0.09
H (2.585, -2.199, -0.883)  0.41
C (2.117, 1.179, -1.024)  -0.60
C (1.445, 0.814, 0.213)  -1.35
H (2.245, 2.155, -1.453)  0.99
C (-1.068, -2.129, 2.263)  -0.78
C (-0.264, -3.182, 1.691)  -1.25
C (-0.272, -3.013, 0.282)  0.23
H (0.167, -4.008, 2.248)  0.50
C (-1.173, -1.915, -0.017)  -0.05
C (-1.588, -1.338, 1.212)  -0.39
H (3.137, -0.030, -2.557)  0.43
H (0.951, 1.498, 0.897)  0.41
H (1.356, -1.125, 1.349)  0.93
H (-2.267, -0.502, 1.269)  0.59
H (0.180, -3.646, -0.513)  0.55
H (-1.349, -2.042, 3.306)  0.59
Ir (0.676, -0.169, -1.309)  -0.07
C (-1.858, -1.631, -1.304)  2.75
C (-3.340, -1.903, -1.256)  -1.77
C (-1.249, -2.577, -2.362)  -2.30
H (-3.498, -2.961, -0.987)  0.39
H (-3.751, -1.700, -2.253)  0.49
H (-3.834, -1.244, -0.535)  0.44
H (-1.430, -3.601, -1.976)  0.53
H (-0.157, -2.465, -2.438)  0.36
H (-1.713, -2.477, -3.354)  0.41
C (-1.679, -0.064, -1.540)  -0.16
C (-1.094, 0.319, -2.856)  -0.88
H (-1.021, 0.485, -0.611)  0.07
H (-2.635, 0.477, -1.306)  0.60
O (-0.240, -0.550, -3.378)  -0.58
N (-1.161, 1.640, -3.298)  -0.01
C (-0.055, 2.618, -3.233)  -0.96
H (-1.998, 1.939, -3.818)  0.27
C (1.155, 2.101, -3.952)  0.46
C (2.375, 2.752, -3.778)  -0.61
H (2.367, 3.752, -3.331)  0.42
C (3.556, 2.095, -4.109)  -0.20
H (4.497, 2.583, -3.886)  0.37
C (3.532, 0.827, -4.687)  -0.67
H (4.444, 0.273, -4.863)  0.43
C (2.310, 0.243, -5.006)  -0.51
H (2.219, -0.757, -5.433)  0.35
C (1.124, 0.929, -4.737)  -0.07
H (0.177, 0.551, -5.150)  0.35
H (0.208, 2.902, -2.177)  0.26
H (-0.481, 3.520, -3.736)  0.43
O (-1.849, 1.257, 3.216)  -0.73
C (-0.773, 0.887, 3.748)  0.31
O (0.317, 0.479, 3.259)  -0.56
C (-0.770, 0.917, 5.277)  0.35
C (0.212, 0.206, 5.996)  -0.30
C (0.262, 0.269, 7.389)  -0.52
C (-0.686, 1.030, 8.097)  -0.36
C (-1.687, 1.724, 7.393)  -0.48
C (-1.724, 1.668, 5.994)  -0.23
H (0.946, -0.378, 5.439)  0.33
H (1.045, -0.276, 7.921)  0.36
H (-0.647, 1.075, 9.183)  0.36
H (-2.437, 2.307, 7.928)  0.37
H (-2.491, 2.207, 5.436)  0.40

The value obtained for the frontier orbital gap (spin up / spin down) is 5.76 / 4.45 eV. The total energy is -1507.46958 a.u. The energy relative to the best compared isomer or geometry (same formula, charge and spin) is 0.0 kcal/mol. The HOMO energy (spin up / spin down) comes out at -5.5 / -8.1 eV. As for the spin multiplicity: 5. For the LUMO energy (spin up / spin down), the calculation gives 0.2372 / -3.6567 eV. Its expectation value of S² is 6.016. The calculation puts the max |F| at 0.1896 Eh/bohr.

***

# 3
DFT (the ωB97M-V functional and the def2-TZVPD basis) results for a molecular structure, C29H30N7O2S5V at a distorted geometry.

Last column: Mulliken charge in e.
Geometry (Å):
V (-0.406, -0.025, 0.259)  -0.67
C (2.401, 0.918, 1.651)  -1.60
N (0.933, 1.013, 1.577)  1.13
C (0.394, 1.135, 2.936)  -1.51
C (-1.066, 0.757, 3.093)  -0.81
N (-1.410, -0.540, 2.462)  1.77
C (-0.417, -1.606, 2.738)  -1.39
C (-2.707, -0.971, 3.001)  -0.69
C (-2.735, -1.325, 4.352)  -0.23
C (-3.877, -1.796, 4.971)  -1.02
C (-5.047, -1.911, 4.237)  -0.62
C (-5.046, -1.530, 2.910)  -0.77
C (-3.894, -1.058, 2.269)  0.68
S (-4.125, -0.692, 0.551)  -0.11
C (0.342, 1.854, 0.541)  0.44
C (1.112, 1.985, -0.695)  -0.20
C (0.561, 2.217, -1.979)  -0.61
C (-0.746, 2.297, -2.390)  -0.91
C (-1.900, 1.895, -1.642)  -0.47
C (-1.919, 1.084, -0.545)  0.55
S (-3.460, 1.237, 0.311)  -0.21
H (2.831, 1.860, 2.011)  0.23
H (2.831, 0.663, 0.693)  0.56
H (2.662, 0.123, 2.350)  0.35
H (0.532, 2.149, 3.325)  0.28
H (0.991, 0.472, 3.561)  0.54
H (-1.747, 1.495, 2.670)  0.46
H (-1.254, 0.732, 4.173)  0.62
H (-0.186, -1.718, 3.801)  0.47
H (0.522, -1.402, 2.219)  0.35
H (-0.814, -2.548, 2.363)  0.29
H (-1.831, -1.239, 4.941)  0.31
H (-3.850, -2.068, 6.018)  0.38
H (-5.957, -2.272, 4.698)  0.38
H (-5.960, -1.576, 2.330)  0.45
H (2.156, 1.709, -0.684)  0.58
H (1.311, 2.417, -2.744)  0.50
H (-0.925, 2.663, -3.396)  0.36
H (-2.854, 2.276, -2.009)  0.36
S (-0.612, 3.284, 1.134)  -0.29
C (0.177, 4.659, 0.510)  0.63
N (1.386, 4.527, -0.076)  0.14
C (1.969, 5.572, -0.681)  -0.02
C (1.386, 6.802, -0.622)  -0.71
C (0.144, 6.877, 0.036)  -0.08
N (-0.459, 5.841, 0.569)  -0.55
H (1.604, 3.483, -0.345)  -0.19
H (2.903, 5.366, -1.188)  0.46
H (1.846, 7.670, -1.069)  0.38
H (-0.380, 7.824, 0.108)  0.42
N (2.597, -4.080, -6.473)  -0.54
C (2.563, -3.499, -5.220)  1.13
C (3.122, -4.150, -4.118)  -0.78
C (3.115, -3.551, -2.872)  -0.24
C (2.558, -2.291, -2.716)  -0.57
C (1.999, -1.628, -3.805)  -0.40
C (2.001, -2.227, -5.046)  -0.82
S (2.548, -1.497, -1.150)  1.25
O (3.226, -0.237, -1.290)  -0.76
O (3.048, -2.439, -0.176)  -0.70
N (0.972, -1.171, -0.901)  -0.02
C (0.129, -2.216, -0.670)  0.72
S (0.505, -3.896, -0.405)  -0.03
C (-1.176, -4.202, -0.147)  -0.44
C (-1.881, -3.057, -0.227)  -0.92
N (-1.148, -1.929, -0.522)  -0.22
H (2.735, -5.075, -6.512)  0.22
H (1.953, -3.726, -7.159)  0.22
H (3.563, -5.132, -4.244)  0.28
H (3.541, -4.053, -2.014)  0.51
H (1.555, -0.648, -3.667)  0.47
H (1.565, -1.714, -5.896)  0.31
H (-1.548, -5.197, 0.032)  0.44
H (-2.948, -2.967, -0.106)  0.50

The value obtained for the frontier orbital gap (spin up / spin down) is 5.41 / 5.47 eV. The total energy is -4591.69299 a.u. The HOMO energy (spin up / spin down) comes out at -5.7 / -5.8 eV. As for the spin multiplicity: 3. For the LUMO energy (spin up / spin down), the calculation gives -0.3144 / -0.3119 eV. Its expectation value of S² is 2.047. The calculation puts the max |F| at 0.0214 Eh/bohr.

***

# 4
DFT (the ωB97M-V functional and the def2-TZVPD basis) results for a molecular structure, C29H31AsN6RuSSi at a distorted geometry.

Last column: Mulliken charge in e.
Geometry (Å):
Ru (0.528, -0.962, 0.240)  -0.53
S (2.638, -1.051, -0.404)  -0.61
C (3.395, 0.541, -0.139)  1.16
C (4.748, 0.674, 0.273)  -0.77
C (5.275, 1.954, 0.454)  -0.63
C (4.484, 3.056, 0.149)  -0.53
C (3.145, 2.939, -0.271)  -0.78
C (2.594, 1.649, -0.370)  0.13
As (0.736, 1.197, -0.659)  1.47
C (-0.285, 2.839, -0.096)  0.31
C (-0.398, 3.908, -0.942)  -0.44
C (-1.224, 4.959, -0.584)  -0.64
C (-1.847, 5.047, 0.662)  -0.57
C (-1.556, 4.059, 1.610)  -0.70
C (-0.841, 2.916, 1.214)  -0.45
C (0.528, 1.070, -2.601)  0.31
C (-0.623, 1.502, -3.257)  0.12
C (-0.636, 1.596, -4.646)  -0.91
C (0.463, 1.114, -5.377)  -0.41
C (1.532, 0.498, -4.741)  -0.75
C (1.545, 0.454, -3.362)  -0.46
H (5.296, -0.195, 0.679)  0.39
H (6.299, 2.056, 0.825)  0.40
H (4.907, 4.078, 0.267)  0.35
H (2.597, 3.830, -0.405)  0.53
H (0.180, 3.951, -1.854)  0.53
H (-1.426, 5.793, -1.265)  0.36
H (-2.580, 5.835, 0.862)  0.40
H (-1.940, 4.141, 2.628)  0.42
H (-0.685, 2.120, 1.964)  0.22
H (-1.485, 1.835, -2.677)  0.55
H (-1.423, 2.125, -5.198)  0.41
H (0.463, 1.203, -6.446)  0.43
H (2.368, 0.118, -5.366)  0.39
H (2.396, 0.035, -2.785)  0.13
N (-2.172, -0.837, -1.959)  -0.16
C (-2.516, -1.082, -0.669)  -0.36
N (-3.823, -1.310, -0.487)  -0.79
C (-4.192, -1.279, 0.845)  0.29
N (-5.506, -1.353, 1.158)  -0.36
N (-3.310, -1.165, 1.871)  -0.68
C (-2.052, -1.096, 1.577)  0.17
N (-1.579, -1.072, 0.342)  1.42
C (-1.078, -1.030, 2.672)  0.07
C (-1.385, -1.037, 4.061)  -1.01
C (-0.375, -1.209, 4.972)  -0.51
C (0.948, -1.097, 4.527)  -0.85
C (1.201, -0.939, 3.187)  -0.89
N (0.220, -0.936, 2.287)  1.44
H (-2.920, -0.952, -2.628)  0.32
H (-1.252, -1.143, -2.296)  0.11
H (-6.198, -1.145, 0.442)  0.28
H (-5.745, -1.172, 2.114)  0.26
H (-2.384, -0.905, 4.391)  0.55
H (-0.601, -1.481, 6.008)  0.43
H (1.824, -1.141, 5.190)  0.40
H (2.213, -0.885, 2.799)  0.45
C (-1.423, -4.113, 1.174)  -1.15
Si (0.051, -3.345, 0.212)  0.99
C (-0.001, -3.750, -1.694)  -1.19
C (1.708, -4.144, 0.776)  -1.25
H (-1.457, -5.191, 1.131)  0.54
H (-2.419, -3.713, 0.962)  0.33
H (-1.287, -3.932, 2.259)  0.28
H (0.440, -4.817, -1.836)  0.32
H (0.695, -3.080, -2.213)  0.34
H (-0.987, -3.722, -2.184)  0.33
H (1.666, -5.204, 1.037)  0.43
H (2.090, -3.569, 1.634)  0.29
H (2.439, -4.039, -0.046)  0.32

The value obtained for the frontier orbital gap (spin up / spin down) is 5.31 / 6.26 eV. The total energy is -4470.30216 a.u. The energy relative to the best compared isomer or geometry (same formula, charge and spin) is 0.0 kcal/mol. The HOMO energy (spin up / spin down) comes out at -7.9 / -11.5 eV. As for the spin multiplicity: 6. For the LUMO energy (spin up / spin down), the calculation gives -2.5468 / -5.2257 eV. Its expectation value of S² is 8.778. Its net charge is +1. The calculation puts the max |F| at 0.0853 Eh/bohr.